(1)
Below is a molecular structure, C10H24AuBClNO2P2, with properties calculated with the ωB97M-V functional and the def2-TZVPD basis.

Properties
Net charge: +2
Orbital gap (alpha / beta), eV: 8.38 / 4.87
⟨S²⟩: 2.0131
Spin multiplicity: 3

Last column: Löwdin charge in e.
Positions of all 42 atoms, in Å:
O1 1.38169 0.76095 -2.62512  0.02
H1 0.99546 4.32490 0.41976  0.08
N1 -1.18011 -0.38082 2.58973  -0.04
H2 0.26303 3.03876 -2.33669  0.05
C1 -0.26891 -3.00543 -1.80395  -0.23
H3 -0.33617 -4.09584 -1.75367  0.08
Au1 0.40466 -0.13237 1.36119  0.89
H4 -0.87116 0.57930 5.55097  0.07
C2 0.06765 0.00046 -4.57878  -0.09
H5 0.83440 -0.14323 -5.33529  0.11
O2 3.39723 0.04719 1.02217  0.20
H6 -0.69106 0.75031 -4.84545  0.10
C3 1.26223 3.26355 0.48487  -0.23
C4 -1.44225 -2.95411 0.79893  -0.23
H7 -1.34120 2.38023 2.03779  0.04
H8 -2.30410 -2.39235 0.41019  0.06
H9 -1.58785 -4.03499 0.66370  0.08
H10 -1.67166 3.83687 0.99281  0.09
H11 0.15677 -1.13695 5.42668  0.06
H12 2.30390 -3.04901 -0.12097  0.07
H13 -1.31091 -2.69306 1.87058  0.04
H14 -2.42668 2.22963 0.61950  0.07
Cl1 -1.19676 0.41283 -2.52191  0.75
H15 -0.38828 -0.96491 -4.27275  0.08
H16 1.05600 0.61903 4.98536  0.05
C5 0.35575 0.56734 -3.27636  -0.81
H17 1.21823 -4.40018 0.32571  0.08
C6 -0.55001 3.12273 -1.60510  -0.27
H18 0.55244 -2.74097 -2.47373  0.06
P1 0.01574 -2.33934 -0.13578  0.87
H19 -0.76545 4.17615 -1.40910  0.08
H20 2.10930 3.05297 -0.17857  0.06
C7 -0.57136 -0.20744 3.60933  -0.27
H21 1.60642 -3.11390 1.51637  0.06
C8 1.41602 -3.33250 0.46000  -0.23
C9 -1.53367 2.74241 1.01397  -0.22
B1 0.02036 -0.01398 4.97556  -0.36
H22 1.54349 3.00328 1.51208  0.06
C10 2.23487 -0.02197 0.95495  -0.21
H23 -1.43946 2.65822 -2.05640  0.00
P2 -0.11880 2.19676 -0.05321  0.88
H24 -1.19978 -2.61055 -2.21934  0.05

=====

(2)
Below is a gas-phase ion, C4H11N2S (charge -1), with properties calculated with the ωB97M-V functional and the def2-TZVPD basis.

Properties
Net charge: -1
Orbital gap, eV: 6.31
SMILES: CNC[C@@H](N)C[S-]

Last column: Löwdin charge in e.
Positions of all 18 atoms, in Å:
C1 1.40336 -0.46519 0.27171  -0.70
H1 -3.70256 -0.63333 1.58451  0.01
S1 2.59813 -0.85884 -1.21203  -0.02
N1 -2.30671 0.72282 1.01637  -0.12
H2 -4.00114 0.13850 0.08502  0.04
C2 -3.31297 -0.31106 0.70866  -0.18
H3 -0.19311 1.08270 1.61289  0.05
H4 0.80011 2.08304 -0.44902  0.10
C3 -0.84146 0.29755 1.36318  -0.13
H5 -2.19955 1.17227 0.07994  0.07
C4 0.06660 0.10789 -0.04691  -0.54
H6 -2.99420 -1.36121 0.24112  0.11
H7 -0.45789 -0.63478 -0.73578  0.12
H8 -0.71802 -0.56403 2.10754  0.12
H9 0.64046 1.09583 -1.72377  0.07
H10 2.03900 0.33601 0.76333  0.04
N2 0.02744 1.37574 -0.82741  -0.05
H11 1.27850 -1.43853 0.72415  0.02

=====

(3)
Below is a molecular structure, C50H24F5I4IrN4, with properties calculated with the ωB97M-V functional and the def2-TZVPD basis.

Properties
Orbital gap (alpha / beta), eV: 5.13 / 5.13

Last column: Löwdin charge in e.
Positions of all 88 atoms, in Å:
C1 -0.57672 -2.84449 1.36827  -0.23
H1 1.23044 -5.04012 -0.29168  0.11
C2 1.88140 0.06049 0.17297  0.02
H2 0.04355 0.55508 -5.10841  0.11
H3 5.19304 -3.11514 -3.48354  0.10
C3 -0.67572 -0.46694 4.17146  -0.01
C4 3.95696 0.68559 -0.93343  -0.16
H4 -3.36329 2.71786 -3.00314  0.13
H5 -4.30490 4.08128 -4.81630  0.09
C5 -1.48955 4.21784 3.68585  -0.02
C6 -3.25722 3.81656 -4.83017  -0.14
C7 4.22772 -3.57267 -3.31963  -0.13
C8 -0.90748 4.05938 0.17037  0.02
F1 1.94430 1.66529 -1.56141  0.10
C9 4.67445 -0.18975 -0.13420  -0.15
C10 0.67549 -4.20366 0.09295  0.02
C11 -0.56877 3.12156 -4.85384  -0.03
H6 -2.18302 -4.85953 2.10587  0.10
F2 4.58964 1.41912 -1.85420  0.12
C12 -0.05553 5.72207 4.87168  -0.72
C13 -0.34764 0.57973 -2.90968  -0.23
H7 0.48802 2.89272 -4.84868  0.12
C14 1.05745 5.14462 4.28447  -0.14
C15 -0.93291 -0.94390 2.85360  -0.24
H8 2.60387 -6.52581 -3.67696  0.09
C16 -0.01836 -4.15408 1.26804  -0.01
I1 -3.23641 5.41256 -7.41614  0.84
C17 -1.32928 5.26249 4.58305  -0.14
I2 5.55656 -6.02840 -4.52470  0.84
N1 -0.79256 0.06332 1.96881  -0.06
C18 -4.54779 -4.21837 4.41609  -0.72
C19 -0.54133 2.49695 2.12798  -0.06
H9 -0.62555 -1.08192 5.05262  0.12
C20 4.00327 -4.89772 -3.65632  -0.72
C21 -2.72349 -4.31026 2.86130  -0.01
C22 -1.08202 3.86354 -1.16517  0.01
H10 3.36885 -1.80195 -2.48381  0.12
C23 -0.88053 1.86165 -2.68253  -0.06
C24 -1.28997 -2.28976 2.47706  -0.03
C25 -1.08853 3.90943 -5.86885  -0.14
Ir1 -0.40197 -0.13068 0.02719  1.41
I3 -6.23529 -5.10916 5.29874  0.85
C26 -2.32878 -2.99320 3.18434  -0.14
C27 2.77261 -5.48870 -3.42370  -0.14
H11 -0.44350 4.26842 -6.65821  0.10
C28 -0.54766 1.21637 2.68615  -0.22
C29 2.63217 -0.79681 0.95526  -0.22
C30 1.95597 -3.41460 -2.50190  -0.19
H12 -0.21537 1.57125 4.86022  0.12
C31 3.20012 -2.83568 -2.75754  -0.01
F3 5.99352 -0.30588 -0.28352  0.13
H13 1.18884 -1.80448 -4.59422  0.12
N2 -0.10408 -0.33511 -1.93084  -0.07
H14 -4.77501 -2.37211 5.48664  0.10
C32 4.00552 -0.93808 0.82028  -0.15
C33 -0.38555 3.63486 3.07330  -0.22
C34 0.56055 -1.38866 -2.49505  -0.23
C35 -2.43165 4.24429 -5.85726  -0.72
N3 -0.73338 1.82180 -0.22264  -0.06
H15 -2.48213 3.84779 3.46583  0.13
C36 -3.80684 -4.90938 3.46797  -0.15
C37 -0.71061 2.77106 0.76457  -0.21
C38 0.72345 -1.13394 -3.89323  0.01
C39 0.12430 0.06083 -4.15781  0.02
F4 2.03535 -1.53455 1.90611  0.10
H16 0.78286 -5.20021 -2.69087  0.12
C40 0.94910 -2.56443 -1.82620  -0.05
C41 2.58451 0.79239 -0.76643  -0.23
I4 0.19267 7.32632 6.21921  0.84
H17 -0.92359 4.99122 0.70868  0.12
H18 -2.19172 5.71123 5.05433  0.09
C42 -1.37789 2.67722 -3.81205  -0.19
C43 -3.10619 -2.32785 4.16016  -0.01
C44 -4.19201 -2.92347 4.76273  -0.14
C45 1.75223 -4.74667 -2.84863  -0.03
H19 1.75191 3.64369 2.92759  0.13
C46 0.50073 -2.94087 -0.55427  -0.22
F5 4.68602 -1.78010 1.60131  0.12
H20 -2.87241 -1.30513 4.40916  0.10
N4 -0.23655 -2.12494 0.27327  -0.06
C47 -0.94848 2.45412 -1.40706  -0.24
H21 -1.24162 4.60600 -1.92689  0.12
H22 -0.05959 -4.91219 2.02969  0.11
C48 -2.72326 3.04903 -3.80968  -0.02
H23 2.05064 5.49791 4.52194  0.09
C49 -0.43806 0.87821 4.06804  0.02
H24 -4.09289 -5.91368 3.18833  0.10
C50 0.88662 4.10190 3.38734  -0.01

=====

(4)
Below is 9 unconnected molecules or ions with the total composition C4H27N2O10, with properties calculated with the ωB97M-V functional and the def2-TZVPD basis.

Properties
Net charge: +1
Orbital gap, eV: 9.65

Last column: Löwdin charge in e.
Positions of all 43 atoms, in Å:
H1 -0.09671 1.60040 0.16098  0.13
O1 -3.31455 1.39805 0.54645  0.12
H2 -2.07226 -0.66664 -0.10256  0.09
H3 -1.51378 2.56112 -1.74239  0.08
H4 1.79219 -1.52921 -1.17316  0.13
H5 -1.89917 0.95701 -2.04052  0.10
H6 3.88527 -0.97377 -2.13998  0.04
H7 -0.71948 -0.66267 0.92135  0.09
H8 -2.51472 1.82788 2.55148  0.13
H9 -4.32521 -1.18347 0.41079  0.05
O2 -1.72308 1.87541 1.99534  0.08
O3 4.22207 -0.55635 -1.33924  -0.04
H10 -1.01303 3.98251 1.09807  0.04
N1 1.32161 -0.98217 -0.46340  0.17
O4 1.45083 2.38377 -3.41494  -0.05
H11 1.47189 -4.16848 0.70678  0.06
H12 3.28038 1.69942 0.03843  0.07
O5 2.47212 1.55121 -0.47374  -0.06
H13 -1.54058 -2.73680 3.18333  0.08
H14 0.19474 -3.53511 1.32372  0.03
C1 -0.14088 -1.23746 -1.00129  -0.07
H15 -0.14533 -0.98901 -2.06469  0.13
H16 -1.02005 5.09416 -0.00103  0.05
O6 -0.76078 -2.39624 2.70761  -0.06
H17 2.39055 -1.56471 3.04472  0.06
O7 -3.67400 -1.84094 0.13392  -0.05
H18 -1.11037 -1.49028 2.73387  0.05
H19 1.46728 -1.20562 0.52440  0.10
O8 -1.17643 4.16223 0.16750  -0.03
H20 -0.23365 -2.29071 -0.75052  0.10
C2 -1.01172 -0.37354 -0.08241  -0.13
H21 -4.13659 -2.27024 -0.59613  0.06
H22 1.47951 1.72554 -4.11133  0.03
H23 2.86174 1.71536 -1.34782  0.05
H24 0.55419 2.64026 -3.19120  0.02
O9 0.82948 -3.46245 0.59470  -0.05
N2 -1.25465 1.60030 -1.59660  0.09
H25 0.95925 -0.93695 3.24781  0.04
O10 1.63642 -1.16194 2.61112  -0.04
H26 4.77245 -1.24250 -0.94449  0.06
H27 1.50238 0.02196 -0.60896  0.08
C3 -1.01489 1.17206 -0.25678  -0.32
C4 -2.13249 1.48865 0.74076  -0.50

=====

(5)
Below is a single C2H2S3 molecule, with properties calculated with the ωB97M-V functional and the def2-TZVPD basis.

Properties
Orbital gap, eV: 6.96
SMILES: S=CC(=S)S

Last column: Löwdin charge in e.
Positions of all 7 atoms, in Å:
S1 -1.62470 -0.32184 1.30567  0.66
H1 -1.02202 -1.99480 -0.73858  -0.14
S2 -0.34611 -0.98146 -1.26803  0.68
C1 0.74237 0.84615 0.66018  -0.76
C2 -0.31701 -0.15420 0.32570  -1.24
S3 1.82448 1.09243 -0.46613  0.75
H2 0.81125 1.21719 1.67910  0.05

=====

(6)
Below is a molecular structure, CHBr3, with properties calculated with the ωB97M-V functional and the def2-TZVPD basis.

Properties
Orbital gap, eV: 9.90

Last column: Löwdin charge in e.
Positions of all 5 atoms, in Å:
H1 -0.98123 -0.15072 0.95957  0.00
Br1 1.28755 1.31362 0.54200  0.47
C1 -0.18287 -0.03729 0.22620  -1.50
Br2 -0.83065 0.55051 -1.50523  0.50
Br3 0.70720 -1.67611 -0.22254  0.53